{
  "formula": "C33H65BN3O12",
  "method": "the ωB97M-V functional and the def2-TZVPD basis",
  "homo_lumo_gap_ev": 7.02,
  "charge": 1,
  "spin_multiplicity": 1,
  "total_energy_ev": -64979.568,
  "species": ["C", "C", "O", "B", "O", "C", "C", "N", "C", "C", "C", "N", "C", "C", "C", "C", "C", "C", "C", "O", "C", "N", "H", "H", "H", "H", "H", "H", "H", "H", "H", "H", "H", "H", "H", "H", "H", "H", "H", "H", "H", "H", "H", "H", "H", "C", "O", "C", "C", "O", "C", "C", "O", "C", "H", "H", "H", "H", "H", "H", "H", "H", "H", "H", "H", "H", "H", "H", "C", "O", "C", "C", "O", "C", "C", "O", "C", "H", "H", "H", "H", "H", "H", "H", "H", "H", "H", "H", "H", "H", "H", "C", "O", "C", "C", "O", "C", "C", "O", "C", "H", "H", "H", "H", "H", "H", "H", "H", "H", "H", "H", "H", "H", "H"],
  "positions_angstrom": [[8.33811, -4.42351, 2.65330], [7.29590, -5.52913, 2.19094], [7.61351, -6.04977, 0.87185], [6.46903, -6.64990, 0.29012], [6.28962, -8.05338, 0.36554], [5.46870, -5.65611, -0.47014], [5.82415, -4.26119, -0.46664], [4.74601, -3.65519, -1.15894], [4.74392, -2.18214, -1.34156], [4.91712, -1.37744, 0.00335], [3.51088, -0.87020, 0.54697], [3.27996, -1.05326, 1.99096], [3.35424, -2.47435, 2.39485], [2.28849, -3.43775, 1.72512], [0.99299, -3.06771, 1.08524], [0.09396, -4.08414, 0.47859], [0.49541, -5.49066, 0.51706], [1.73518, -5.90527, 1.16993], [2.62010, -4.88209, 1.76894], [3.78728, -5.38228, 2.37583], [3.86434, -4.60046, -1.57353], [4.26423, -5.85869, -1.16941], [7.91277, -3.95214, 3.58854], [8.38241, -3.57865, 1.90271], [9.33285, -4.90134, 2.82563], [7.26714, -6.34171, 2.96757], [6.29608, -4.99686, 2.15942], [5.39590, -8.19841, 0.73475], [6.69754, -3.71971, -0.04995], [5.55416, -1.94813, -2.09356], [3.77897, -1.89433, -1.83595], [5.52069, -0.45905, -0.26391], [5.51272, -1.91061, 0.78887], [2.71561, -1.31267, -0.10671], [3.47270, 0.24628, 0.36561], [4.08896, -0.60403, 2.44307], [3.13420, -2.49925, 3.50694], [4.37803, -2.93673, 2.28166], [0.66228, -1.98931, 1.03414], [-0.84894, -3.75557, -0.01250], [-0.13975, -6.27628, 0.04926], [2.01383, -6.98870, 1.21636], [3.75774, -5.22716, 3.34095], [2.94196, -4.38320, -2.16942], [3.82288, -6.76143, -1.32694], [-1.99711, 4.72089, 0.45166], [-1.44559, 3.85909, -0.52873], [-0.24080, 4.32702, -1.11690], [0.85235, 3.26644, -1.11933], [1.33084, 2.83701, 0.15305], [0.42886, 2.15130, 1.01718], [-0.08261, 0.79923, 0.53442], [-0.88735, 0.91424, -0.62129], [-0.50657, 0.03777, -1.65691], [-2.74753, 5.36868, -0.00790], [-2.48854, 4.10358, 1.20737], [-1.23898, 5.32702, 0.95464], [0.12672, 5.22180, -0.60581], [-0.46969, 4.59887, -2.15303], [1.72064, 3.70456, -1.62040], [0.57107, 2.40718, -1.72899], [-0.39236, 2.80748, 1.30501], [0.99194, 1.97250, 1.93804], [-0.70770, 0.36324, 1.32407], [0.76464, 0.12219, 0.37467], [0.56760, -0.18235, -1.64834], [-0.73538, 0.52260, -2.60976], [-1.08247, -0.88843, -1.59118], [-5.40920, -2.86938, -6.78685], [-4.43443, -3.63022, -6.09768], [-3.11629, -3.50776, -6.61145], [-2.09515, -3.20755, -5.52146], [-2.22848, -1.96172, -4.84435], [-3.39315, -1.74472, -4.05090], [-3.56553, -2.65021, -2.83263], [-3.75768, -4.00177, -3.19883], [-2.90503, -4.90466, -2.52186], [-5.89634, -3.49161, -7.54232], [-6.16249, -2.54902, -6.06321], [-4.99085, -1.97459, -7.25492], [-3.06221, -2.73041, -7.37931], [-2.86055, -4.46462, -7.07965], [-1.11455, -3.16824, -6.00574], [-2.02925, -4.02523, -4.80273], [-4.28316, -1.74440, -4.67973], [-3.30182, -0.71919, -3.68128], [-4.45857, -2.33121, -2.28257], [-2.70457, -2.53222, -2.16464], [-1.94198, -4.45541, -2.25169], [-2.70037, -5.74149, -3.19569], [-3.40269, -5.29078, -1.62966], [-5.17757, 10.92059, 2.17540], [-5.54223, 9.83740, 3.00867], [-6.14372, 8.74411, 2.32910], [-5.50524, 7.41027, 2.69558], [-4.14133, 7.22914, 2.32520], [-3.16418, 8.06589, 2.93837], [-2.98450, 7.91716, 4.44521], [-4.13655, 8.31875, 5.16983], [-4.58393, 7.38189, 6.13079], [-5.97700, 11.66668, 2.16901], [-4.27775, 11.38015, 2.59167], [-4.95257, 10.60742, 1.15241], [-6.09679, 8.87970, 1.24433], [-7.19886, 8.72136, 2.62223], [-6.05524, 6.63395, 2.15539], [-5.64507, 7.17957, 3.75175], [-3.32781, 9.10647, 2.65789], [-2.21477, 7.78708, 2.47118], [-2.16061, 8.56826, 4.76147], [-2.70150, 6.88478, 4.67840], [-4.35067, 6.34958, 5.84879], [-5.67155, 7.46770, 6.20311], [-4.15211, 7.61019, 7.10697]]
}